Entry 1:
Formula: C37H27Br2N10O3S3V
Source: the Open Molecules 2025 dataset
Level of theory: ωB97M-V with the def2-TZVPD basis set

Computed properties:
Multiplicity: 2
HOMO-LUMO gap (spin up / spin down): 5.387 / 4.343 eV
HOMO level (spin up / spin down): -9.784 / -9.004 eV
Expectation value of S²: 0.99
Relative energy (zero: lowest compared OMol25 entry of this formula, charge and spin): 34.6 kJ/mol
Total energy: -258120.815 eV
Total charge: +1

Last column: Löwdin charge in e.
Positions of all 83 atoms, in Å:
Br -0.824 -23.933 -9.731  0.84
Br 5.319 -19.427 -6.663  0.81
V -0.607 -17.417 -8.845  0.88
S -6.388 -17.673 -6.618  0.37
S -5.441 -17.570 -8.720  0.86
S -1.910 -18.376 -13.003  0.63
O -7.040 -18.947 -6.778  -0.35
O -5.365 -17.482 -5.584  -0.32
O -7.148 -16.456 -6.938  -0.42
N -2.001 -15.960 -9.129  0.06
N -0.510 -19.491 -15.716  0.11
N 1.032 -17.932 -7.936  -0.04
N -3.874 -17.107 -8.237  -0.33
N -1.889 -17.774 -7.101  0.03
N -0.280 -17.234 -14.892  -0.01
N -0.582 -19.336 -9.281  -0.02
N -1.789 -15.842 -13.940  -0.13
N 0.307 -16.469 -10.505  0.02
N -0.615 -14.256 -10.130  0.19
C -3.749 -19.307 -7.245  -0.08
C -1.783 -21.319 -9.865  -0.07
C -1.005 -15.103 -14.814  -0.06
C 0.549 -21.367 -9.251  0.01
C -0.662 -22.066 -9.591  -0.65
C 3.189 -17.420 -7.046  -0.06
C -0.053 -15.920 -15.342  -0.05
C 1.686 -18.489 -15.759  -0.01
C 1.287 -17.152 -11.282  -0.13
C 3.586 -18.809 -7.148  -0.62
C -2.004 -19.657 -5.598  -0.05
C 2.256 -16.519 -11.961  -0.08
C 1.428 -19.245 -8.105  -0.18
C -3.862 -14.648 -8.766  -0.08
C -1.355 -18.588 -6.085  -0.11
C -1.658 -19.910 -9.831  -0.09
C 2.303 -19.694 -16.119  -0.06
C -3.202 -20.083 -6.244  -0.01
C -1.362 -17.156 -13.965  -0.74
C -1.745 -14.722 -9.660  -0.28
C 1.443 -20.785 -16.364  -0.05
C -5.334 -12.742 -8.658  -0.05
C 0.387 -15.108 -10.468  -0.32
C -2.906 -13.868 -9.467  -0.10
C 1.930 -17.039 -7.367  -0.07
C -3.245 -12.609 -9.884  -0.01
C -2.929 -15.330 -13.194  -0.03
C 2.341 -15.087 -11.895  -0.04
C -3.116 -18.074 -7.586  -0.36
C 0.456 -20.052 -8.776  -0.20
C 0.251 -18.407 -15.478  -0.25
C 2.708 -19.676 -7.743  -0.05
C 0.053 -20.551 -16.253  -0.14
C -4.401 -12.007 -9.394  -0.04
C -3.300 -15.930 -8.696  -0.21
C 1.557 -14.437 -10.982  0.00
C -5.125 -14.088 -8.452  0.03
H -1.604 -20.318 -4.810  0.12
H -4.593 -10.947 -9.627  0.12
H 2.993 -20.687 -8.021  0.11
H -2.702 -14.628 -12.388  0.07
H 1.547 -16.015 -7.237  0.14
H -0.349 -18.213 -5.723  0.13
H -6.212 -12.247 -8.149  0.14
H 2.940 -17.172 -12.550  0.12
H 1.497 -21.962 -9.047  0.14
H 1.215 -18.239 -11.381  0.11
H -1.024 -14.033 -14.786  0.12
H -2.668 -12.101 -10.642  0.12
H 2.991 -14.583 -12.635  0.12
H 1.842 -13.414 -10.691  0.13
H -0.681 -21.311 -16.580  0.12
H -3.523 -14.771 -13.979  0.12
H 0.642 -15.750 -16.203  0.14
H 3.359 -19.717 -16.391  0.11
H -2.697 -21.781 -10.174  0.11
H 2.301 -17.646 -15.483  0.09
H 3.931 -16.731 -6.648  0.12
H -2.521 -19.293 -10.070  0.11
H -3.686 -21.061 -5.969  0.15
H -3.443 -16.198 -12.754  0.06
H -4.623 -19.725 -7.765  0.09
H 1.694 -21.803 -16.484  0.09
H -5.954 -14.587 -7.915  0.11

***

Entry 2:
Formula: C5H7NO3
Source: the Open Molecules 2025 dataset
Level of theory: ωB97M-V with the def2-TZVPD basis set

Computed properties:
HOMO-LUMO gap: 10.353 eV
Structure (SMILES): O=CN[C@@]1(C=O)C[C@@H]1O
HOMO level: -9.863 eV
Relative energy (zero: lowest compared OMol25 entry of this formula, charge and spin): 395.6 kJ/mol
Total energy: -12928.083 eV
Total charge: 0

Last column: natural (NBO) charge in e.
Positions of all 16 atoms, in Å:
O -2.541 -0.293 -0.110  -0.69
O 2.756 0.138 0.630  -0.57
O -0.689 -1.353 -1.967  -0.59
N 0.764 1.283 0.087  -0.64
C 2.070 1.118 0.620  0.56
C -0.004 -0.369 -1.568  0.45
C -0.223 -1.107 0.573  -0.42
C -0.146 0.138 -0.192  -0.10
C -1.334 -0.171 0.530  0.12
H -0.407 -2.053 -0.039  0.28
H 0.101 -0.931 1.607  0.25
H 0.828 -0.001 -2.195  0.16
H 0.257 2.121 0.070  0.41
H 2.408 2.173 1.181  0.10
H -2.359 -1.137 -0.729  0.49
H -1.481 0.444 1.502  0.19

***

Entry 3:
Formula: C11H18F4O8S
Source: the Open Molecules 2025 dataset
Level of theory: ωB97M-V with the def2-TZVPD basis set

Computed properties:
HOMO-LUMO gap: 11.166 eV
Structure (SMILES): O=C(CCCS(=O)(=O)O)OCC(F)(F)C(F)F.CCOC(=O)OC
HOMO level: -10.948 eV
Total energy: -49784.180 eV
Total charge: 0

Last column: natural (NBO) charge in e.
Positions of all 42 atoms, in Å:
S -4.371 1.099 -1.146  2.37
F -0.138 1.792 -1.345  -0.32
F 2.142 1.016 -3.891  -0.33
F 0.176 2.836 -3.234  -0.32
F 0.075 0.287 -3.802  -0.32
O -4.956 1.331 0.131  -0.92
O 0.686 -0.787 -1.174  -0.52
O 1.807 -0.766 4.234  -0.65
O -3.290 1.906 -1.612  -0.92
O 3.997 -1.018 3.746  -0.50
O 0.035 -2.687 -2.197  -0.56
O 2.733 -0.015 2.310  -0.50
O -5.576 1.228 -2.192  -0.88
C 1.619 -0.441 -2.179  -0.14
C 4.170 -1.667 5.010  -0.26
C -2.539 -0.907 -1.886  -0.41
C 1.460 0.528 1.912  -0.07
C 2.752 -0.605 3.505  0.98
C -3.917 -0.638 -1.258  -0.69
C -1.568 -1.502 -0.860  -0.50
C -0.229 -1.756 -1.494  0.81
C 1.121 0.700 -3.048  0.60
C 0.745 2.011 -2.337  0.52
C 1.164 1.845 2.593  -0.64
H 1.052 1.713 3.668  0.23
H 4.024 -0.958 5.823  0.19
H 1.548 0.659 0.836  0.19
H -4.710 -1.170 -1.784  0.24
H -2.137 0.022 -2.293  0.26
H 1.970 2.557 2.411  0.21
H -5.429 0.667 -2.965  0.50
H 1.836 -1.295 -2.824  0.24
H -1.946 -2.464 -0.505  0.23
H 0.679 -0.209 2.101  0.19
H 3.470 -2.492 5.118  0.20
H 1.643 2.491 -1.938  0.14
H 0.237 2.261 2.197  0.22
H 5.192 -2.034 5.012  0.20
H -3.963 -0.971 -0.220  0.26
H 2.547 -0.132 -1.696  0.21
H -1.460 -0.831 -0.006  0.23
H -2.651 -1.603 -2.719  0.22

***

Entry 4:
Formula: C3H3N3O2
Source: the Open Molecules 2025 dataset
Level of theory: ωB97M-V with the def2-TZVPD basis set

Computed properties:
HOMO-LUMO gap: 9.901 eV
Structure (SMILES): O=Cn1ncnc1O
HOMO level: -9.900 eV
Relative energy (zero: lowest compared OMol25 entry of this formula, charge and spin): 158.1 kJ/mol
Total energy: -11724.318 eV
Total charge: 0

Last column: natural (NBO) charge in e.
Positions of all 11 atoms, in Å:
O -2.445 -0.099 -0.055  -0.58
O -0.587 1.961 -0.025  -0.62
N 1.584 0.960 -0.062  -0.52
N 0.926 -1.217 -0.034  -0.30
N -0.175 -0.388 0.077  -0.32
C 1.937 -0.364 -0.001  0.18
C 0.249 0.977 0.027  0.68
C -1.480 -0.866 -0.023  0.56
H -1.512 1.605 0.162  0.53
H 2.993 -0.620 -0.050  0.21
H -1.489 -1.948 -0.014  0.17

***

Entry 5:
Formula: C5H7NO
Source: the Open Molecules 2025 dataset
Level of theory: ωB97M-V with the def2-TZVPD basis set

Computed properties:
HOMO-LUMO gap: 8.725 eV
Structure (SMILES): Cc1occc1N
HOMO level: -7.706 eV
Relative energy (zero: lowest compared OMol25 entry of this formula, charge and spin): 152.6 kJ/mol
Total energy: -8834.621 eV
Total charge: 0

Last column: natural (NBO) charge in e.
Positions of all 14 atoms, in Å:
O -0.563 -0.075 1.562  -0.42
N 1.259 -0.304 -1.520  -0.81
C 0.528 -0.489 -0.343  0.12
C -0.339 -1.593 -0.047  -0.37
C 0.306 0.460 0.625  0.14
C -0.993 -1.244 1.091  0.14
C -0.186 1.845 0.353  -0.64
H -0.148 2.513 1.215  0.22
H 0.262 2.296 -0.531  0.22
H 2.149 0.159 -1.398  0.39
H -0.536 -2.455 -0.668  0.23
H 1.362 -1.137 -2.081  0.38
H -1.851 -1.636 1.609  0.20
H -1.249 1.661 0.131  0.21